(1)
C16H21N3O4S2 | ωB97M-V/def2-TZVPD

Computed properties:
largest force on an atom: 1.29 eV/A
energy relative to the best compared isomer or geometry (same formula, charge and spin): 58.7 kcal/mol
SMILES string: CCN(CC)S(=O)(=O)c1ccc2oc(SCC(=O)NC3CC3)nc2c1
Kohn-Sham gap: 9.31 eV
DFT total energy: -51262.7894 eV

```
! wB97M-V def2-TZVPD RIJCOSX def2/J DEFGRID3
* xyz 0 1
C -5.4443 1.4375 -1.2474
C -3.9313 1.3147 -1.4044
N -3.3094 0.5257 -0.3615
C -3.1653 1.0979 0.9592
C -1.7572 1.6494 1.1706
S -3.5949 -1.1137 -0.3865
O -4.5032 -1.5149 0.6541
O -3.8966 -1.4922 -1.7339
C -1.9621 -1.7312 0.0391
C -1.8182 -2.5548 1.1486
C -0.5802 -3.0598 1.5109
C 0.4838 -2.6939 0.7105
O 1.8018 -3.0232 0.8073
C 2.3740 -2.3817 -0.2412
S 4.0730 -2.5615 -0.4737
C 4.2713 -1.4022 -1.8596
C 4.0476 0.0705 -1.5094
O 3.6856 0.8534 -2.3565
N 4.3335 0.4001 -0.2375
C 4.1797 1.7223 0.2750
C 3.6958 1.9108 1.6800
C 5.1247 2.2146 1.3269
N 1.5816 -1.6844 -0.9835
C 0.3398 -1.8526 -0.4170
C -0.9081 -1.3594 -0.7680
H -5.7047 1.9355 -0.3158
H -5.8834 0.4430 -1.2439
H -5.8597 2.0073 -2.0746
H -3.7070 0.8046 -2.3424
H -3.4556 2.2993 -1.4119
H -3.3724 0.3051 1.6818
H -3.9014 1.8928 1.1124
H -1.5439 2.4277 0.4426
H -1.0196 0.8596 1.0538
H -1.6702 2.0704 2.1690
H -2.7036 -2.7915 1.7165
H -0.4493 -3.7043 2.3642
H 3.5730 -1.6813 -2.6471
H 5.2940 -1.5373 -2.2150
H 4.6415 -0.3151 0.4062
H 3.8431 2.3948 -0.5023
H 3.0263 2.7304 1.8867
H 3.4983 1.0289 2.2708
H 5.4417 3.2445 1.2896
H 5.8874 1.5373 1.6802
H -1.0561 -0.7233 -1.6230
*
```

Here is what Mulliken gives for the atomic charges, in e: number 1, C, carries -1.028; number 2, C, carries -0.662; number 3, N, carries 0.280; number 4, C, carries -0.709; number 5, C, carries -1.042; number 6, S, carries 1.179; number 7, O, carries -0.703; number 8, O, carries -0.722; number 9, C, carries -0.046; number 10, C, carries -0.110; number 11, C, carries -1.363; number 12, C, carries 0.912; number 13, O, carries -0.458; number 14, C, carries 0.438; number 15, S, carries -0.244; number 16, C, carries -0.639; number 17, C, carries 0.576; number 18, O, carries -0.651; number 19, N, carries -0.170; number 20, C, carries -0.173; number 21, C, carries -0.594; number 22, C, carries -0.605; number 23, N, carries -0.427; number 24, C, carries 0.289; number 25, C, carries -0.713; number 26, H, carries 0.279; number 27, H, carries 0.311; number 28, H, carries 0.399; number 29, H, carries 0.382; number 30, H, carries 0.376; number 31, H, carries 0.430; number 32, H, carries 0.370; number 33, H, carries 0.276; number 34, H, carries 0.183; number 35, H, carries 0.420; number 36, H, carries 0.577; number 37, H, carries 0.446; number 38, H, carries 0.341; number 39, H, carries 0.438; number 40, H, carries 0.242; number 41, H, carries 0.490; number 42, H, carries 0.240; number 43, H, carries 0.222; number 44, H, carries 0.244; number 45, H, carries 0.244; number 46, H, carries 0.478

(2)
C48H50ClF9N2PPd | ωB97M-V/def2-TZVPD

Computed properties:
⟨S²⟩: 2.019
largest force on an atom: 0.46 eV/A
Kohn-Sham gap (spin up / spin down): 5.37 / 6.95 eV
DFT total energy: -103319.9889 eV

```
! wB97M-V def2-TZVPD RIJCOSX def2/J DEFGRID3
* xyz -1 3
Pd 0.0390 -0.0774 1.8029
C 0.5303 -3.7590 3.4241
C 0.2782 -3.2709 1.9967
C 1.3523 -3.8422 1.0603
C -1.1059 -3.6412 1.4743
C -1.5063 -4.9608 1.6487
C -2.6788 -5.4642 1.1055
C -3.4237 -4.6377 0.2873
C -3.0651 -3.3106 0.0652
C -3.8397 -2.5687 -1.0210
C -3.7301 -3.3186 -2.3527
C -5.3127 -2.3577 -0.6675
C -1.9550 -2.7491 0.7601
N -1.7059 -1.3702 0.7597
C -2.7856 -0.5808 0.7696
C -2.7820 0.8176 0.6537
N -1.6917 1.5731 0.6202
C -1.8217 2.8949 0.2021
C -1.3987 3.9492 1.0452
C -1.5259 5.2578 0.5952
C -2.0185 5.5633 -0.6678
C -2.3752 4.5252 -1.5109
C -2.2708 3.1946 -1.1071
C -2.5634 2.0918 -2.1178
C -4.0517 1.9963 -2.4524
C -1.7427 2.2651 -3.4013
C -0.8702 3.7397 2.4587
C 0.4149 2.9100 2.5594
C -1.9532 3.1902 3.3890
H 1.4312 -3.2883 3.8272
H 0.6892 -4.8415 3.4547
H -0.3034 -3.5259 4.0872
H 0.3910 -2.1911 1.9842
H 1.2087 -4.9196 0.9359
H 2.3539 -3.6779 1.4719
H 1.3089 -3.3868 0.0645
H -0.8768 -5.6202 2.2366
H -2.9820 -6.4880 1.2888
H -4.2961 -5.0388 -0.2197
H -3.3842 -1.5909 -1.1631
H -4.2216 -4.2938 -2.3047
H -2.6888 -3.4956 -2.6134
H -4.1975 -2.7466 -3.1596
H -5.8350 -3.3160 -0.5899
H -5.8162 -1.7678 -1.4382
H -5.4281 -1.8415 0.2866
H -3.7662 -1.0355 0.8946
H -3.7654 1.2886 0.5870
H -1.2213 6.0607 1.2593
H -2.1108 6.5937 -0.9888
H -2.7317 4.7497 -2.5119
H -2.2642 1.1465 -1.6670
H -4.4045 2.9236 -2.9147
H -4.6481 1.8206 -1.5551
H -4.2420 1.1794 -3.1547
H -2.0381 3.1636 -3.9504
H -1.8903 1.4089 -4.0652
H -0.6749 2.3422 -3.1871
H -0.6026 4.7417 2.8105
H 0.2345 1.8584 2.2906
H 0.7904 2.9221 3.5860
H 1.1934 3.3035 1.9005
H -2.2410 2.1784 3.0998
H -2.8414 3.8263 3.3624
H -1.5921 3.1459 4.4208
F 7.2684 -2.9080 2.6308
C 6.6820 -1.8201 3.1543
F 7.6250 -0.8590 3.2133
F 6.3628 -2.1180 4.4258
C 5.4827 -1.3732 2.3646
C 4.6910 -0.3441 2.8676
C 3.5835 0.0817 2.1615
C 3.2586 -0.4981 0.9305
C 4.0596 -1.5153 0.4413
C 5.1699 -1.9613 1.1578
P 1.7097 0.0902 0.1317
C 1.6818 -0.7831 -1.4859
C 0.5141 -1.4654 -1.7874
C 0.3818 -2.1115 -3.0195
C 1.4157 -2.0671 -3.9274
C 2.5879 -1.3805 -3.6386
C 2.7125 -0.7327 -2.4224
C 1.3050 -2.7673 -5.2594
F 2.2238 -3.7427 -5.3822
F 1.5117 -1.9160 -6.2825
F 0.1027 -3.3278 -5.4481
C 2.2211 1.7530 -0.4539
C 1.1720 2.5655 -0.8569
C 1.4014 3.8532 -1.3180
C 2.7018 4.3241 -1.3817
C 3.7640 3.5233 -0.9890
C 3.5218 2.2346 -0.5245
C 2.9538 5.7406 -1.8294
F 2.0831 6.1333 -2.7726
F 2.8486 6.6151 -0.8128
F 4.1884 5.8964 -2.3430
H 4.9292 0.1080 3.8226
H 2.9450 0.8573 2.5735
H 3.8157 -2.0004 -0.4952
H 5.7765 -2.7688 0.7717
H -0.2922 -1.4878 -1.0554
H -0.5272 -2.6377 -3.2615
H 3.3866 -1.3380 -4.3690
H 3.6127 -0.1639 -2.2110
H 0.1629 2.1908 -0.7781
H 0.5639 4.4801 -1.6047
H 4.7762 3.9020 -1.0434
H 4.3533 1.6190 -0.2000
Cl -2.4582 -0.3760 4.1477
C -0.6494 -0.3332 3.7928
H -0.2935 -1.2798 4.1873
H -0.2649 0.4610 4.4333
*
```

These are the Mulliken partial charges, in e, on atoms 1 to 99: number 1, Pd, carries -1.919; number 2, C, carries -2.241; number 3, C, carries 3.553; number 4, C, carries -1.400; number 5, C, carries 0.591; number 6, C, carries -0.447; number 7, C, carries -1.736; number 8, C, carries -0.350; number 9, C, carries 0.789; number 10, C, carries 1.277; number 11, C, carries -1.717; number 12, C, carries -1.712; number 13, C, carries -0.672; number 14, N, carries 2.050; number 15, C, carries -1.425; number 16, C, carries -0.981; number 17, N, carries 1.396; number 18, C, carries -1.175; number 19, C, carries 0.945; number 20, C, carries -1.041; number 21, C, carries -1.670; number 22, C, carries -0.315; number 23, C, carries 0.981; number 24, C, carries 1.873; number 25, C, carries -1.800; number 26, C, carries -1.695; number 27, C, carries 0.128; number 28, C, carries 1.310; number 29, C, carries -1.306; number 30, H, carries 0.393; number 31, H, carries 0.448; number 32, H, carries 0.508; number 33, H, carries -1.368; number 34, H, carries 0.445; number 35, H, carries 0.334; number 36, H, carries 0.218; number 37, H, carries 0.256; number 38, H, carries 0.364; number 39, H, carries 0.281; number 40, H, carries -0.258; number 41, H, carries 0.334; number 42, H, carries 0.446; number 43, H, carries 0.432; number 44, H, carries 0.329; number 45, H, carries 0.413; number 46, H, carries 0.409; number 47, H, carries 0.404; number 48, H, carries 0.293; number 49, H, carries 0.379; number 50, H, carries 0.342; number 51, H, carries 0.339; number 52, H, carries -0.733; number 53, H, carries 0.364; number 54, H, carries 0.353; number 55, H, carries 0.446; number 56, H, carries 0.335; number 57, H, carries 0.460; number 58, H, carries 0.284; number 59, H, carries 0.626; number 60, H, carries -1.252; number 61, H, carries 0.674; number 62, H, carries 0.274; number 63, H, carries -0.088; number 64, H, carries 0.356; number 65, H, carries 0.437; number 66, F, carries -0.296; number 67, C, carries 0.777; number 68, F, carries -0.266; number 69, F, carries -0.265; number 70, C, carries 0.316; number 71, C, carries -1.199; number 72, C, carries -0.788; number 73, C, carries 0.357; number 74, C, carries -0.413; number 75, C, carries -0.766; number 76, P, carries 2.710; number 77, C, carries -1.288; number 78, C, carries 0.747; number 79, C, carries -1.292; number 80, C, carries 0.622; number 81, C, carries -1.276; number 82, C, carries -0.155; number 83, C, carries 0.666; number 84, F, carries -0.270; number 85, F, carries -0.273; number 86, F, carries -0.283; number 87, C, carries 0.402; number 88, C, carries 0.632; number 89, C, carries -0.695; number 90, C, carries -0.095; number 91, C, carries -1.333; number 92, C, carries -0.234; number 93, C, carries 0.976; number 94, F, carries -0.271; number 95, F, carries -0.271; number 96, F, carries -0.294; number 97, H, carries 0.406; number 98, H, carries 0.347; number 99, H, carries 0.379

(3)
C18H20N2O2S3Sc | ωB97M-V/def2-TZVPD

Computed properties:
largest force on an atom: 0.52 eV/A
energy relative to the best compared isomer or geometry (same formula, charge and spin): 0.7 kcal/mol
Kohn-Sham gap: 7.39 eV
DFT total energy: -79268.9402 eV

```
! wB97M-V def2-TZVPD RIJCOSX def2/J DEFGRID3
* xyz 1 1
Sc -1.1172 -1.0844 -1.6138
C 0.4323 2.0201 1.1536
C -0.4525 1.2318 0.2419
N -0.1830 -0.0179 -0.0225
N 0.9570 -0.5158 0.6021
C 1.3828 -1.6391 0.1352
S 0.7599 -2.6292 -1.1906
S 2.8052 -2.3699 0.8309
C 3.1465 -1.2946 2.2489
C 4.1612 -0.2154 2.0037
C 4.1308 0.5618 0.8504
C 5.0458 1.5844 0.6689
C 6.0070 1.8409 1.6363
C 6.0510 1.0641 2.7816
C 5.1338 0.0393 2.9614
C -1.6225 1.8829 -0.3767
C -2.2724 2.9055 0.3340
C -3.3680 3.5627 -0.1840
C -3.8350 3.2273 -1.4516
C -3.2195 2.2349 -2.1875
C -2.1199 1.5524 -1.6638
O -1.5588 0.5790 -2.3946
H 1.4675 1.9061 0.8277
H 0.3973 1.6066 2.1630
H 0.1688 3.0703 1.1688
H 3.4836 -1.9585 3.0454
H 2.1917 -0.8733 2.5625
H 3.3963 0.3519 0.0814
H 5.0160 2.1780 -0.2343
H 6.7247 2.6360 1.4900
H 6.8039 1.2478 3.5349
H 5.1772 -0.5682 3.8564
H -1.9193 3.1706 1.3199
H -3.8523 4.3403 0.3864
H -4.6841 3.7488 -1.8708
H -3.5581 1.9795 -3.1813
C -5.1272 -3.1476 -1.3144
S -3.9148 -2.9375 -2.6073
C -3.3736 -4.6249 -2.8243
O -2.7336 -2.2689 -1.8905
H -5.9562 -3.7197 -1.7265
H -5.4779 -2.1564 -1.0359
H -4.6809 -3.6594 -0.4644
H -4.2136 -5.1951 -3.2167
H -3.0290 -5.0296 -1.8749
H -2.5711 -4.6174 -3.5589
*
```

Here is what Mulliken gives for the atomic charges, in e: number 1, Sc, carries 1.261; number 2, C, carries -1.170; number 3, C, carries 1.047; number 4, N, carries -0.485; number 5, N, carries -0.467; number 6, C, carries 0.690; number 7, S, carries -0.421; number 8, S, carries -0.123; number 9, C, carries -0.721; number 10, C, carries 0.792; number 11, C, carries -0.079; number 12, C, carries -0.763; number 13, C, carries -0.458; number 14, C, carries -0.541; number 15, C, carries -0.611; number 16, C, carries 0.194; number 17, C, carries -0.751; number 18, C, carries -0.842; number 19, C, carries -0.392; number 20, C, carries -0.632; number 21, C, carries 0.765; number 22, O, carries -0.866; number 23, H, carries 0.189; number 24, H, carries 0.339; number 25, H, carries 0.470; number 26, H, carries 0.492; number 27, H, carries 0.255; number 28, H, carries 0.343; number 29, H, carries 0.390; number 30, H, carries 0.383; number 31, H, carries 0.386; number 32, H, carries 0.339; number 33, H, carries 0.465; number 34, H, carries 0.417; number 35, H, carries 0.400; number 36, H, carries 0.473; number 37, C, carries -0.962; number 38, S, carries 0.465; number 39, C, carries -0.954; number 40, O, carries -0.508; number 41, H, carries 0.417; number 42, H, carries 0.338; number 43, H, carries 0.343; number 44, H, carries 0.425; number 45, H, carries 0.330; number 46, H, carries 0.336